[1]
Formula: C3H9N2O2S
Source: the OMol25 dataset
Level of theory: ωB97M-V with the def2-TZVPD basis set

Results
**Gap between HOMO and LUMO**: 3.3 eV
**ΔE to the lowest compared entry with this formula, charge and spin**: 7.094 eV
**Total charge**: -1
**E**: -21163.114 eV
**M**: 137.2 g mol⁻¹

Element x y z (Å)
N (0.51, -1.13, -0.97)
C (1.45, -0.13, -0.76)
C (1.38, 0.18, 0.88)
S (2.54, 1.39, 1.19)
C (-3.22, 0.63, -0.69)
N (-4.36, 0.22, -1.19)
O (-2.07, 0.15, -0.91)
H (-0.37, -0.67, -1.17)
H (2.48, -0.48, -0.92)
H (1.26, 0.76, -1.35)
H (1.56, -0.85, 1.27)
H (0.40, 0.54, 1.16)
H (-3.21, 1.55, -0.03)
H (-5.08, 0.57, -0.54)
H (0.65, -3.16, 1.04)
H (0.36, -1.65, 0.00)
O (0.59, -2.25, 1.37)

=====

[2]
Formula: C26H21F2N5O3
Source: the OMol25 dataset
Level of theory: ωB97M-V with the def2-TZVPD basis set

Results
**SMILES**: Cn1cc(-c2cc(Oc3cc(F)c(NC(=O)C4(C(=O)Nc5ccccc5)CC4)cc3F)ccn2)cn1
**Gap between HOMO and LUMO**: 9.1 eV
**ΔE to the lowest compared entry with this formula, charge and spin**: 0.066 eV
**Total charge**: 0
**E**: -46330.681 eV
**M**: 489.5 g mol⁻¹

Element x y z (Å)
C (-6.86, -4.42, -0.17)
N (-6.06, -3.24, -0.07)
C (-6.44, -1.97, -0.23)
C (-5.33, -1.17, -0.02)
C (-4.30, -2.10, 0.26)
N (-4.76, -3.33, 0.23)
H (-3.27, -1.92, 0.49)
C (-5.28, 0.28, -0.09)
N (-6.41, 0.89, -0.44)
C (-6.42, 2.21, -0.50)
C (-5.33, 3.00, -0.22)
C (-4.14, 2.37, 0.13)
C (-4.11, 0.98, 0.20)
H (-3.21, 0.46, 0.50)
O (-3.08, 3.16, 0.47)
C (-1.80, 2.75, 0.27)
C (-1.39, 1.98, -0.82)
C (-0.05, 1.70, -1.00)
C (0.94, 2.16, -0.13)
C (0.53, 2.92, 0.96)
C (-0.81, 3.20, 1.14)
F (-1.17, 3.95, 2.20)
H (1.26, 3.30, 1.66)
N (2.27, 1.85, -0.41)
C (3.38, 2.23, 0.28)
O (3.36, 2.83, 1.34)
C (4.64, 1.83, -0.43)
C (5.24, 2.82, -1.39)
C (5.91, 2.57, -0.08)
H (6.83, 2.01, -0.08)
H (5.83, 3.32, 0.69)
H (4.72, 3.76, -1.54)
H (5.68, 2.41, -2.29)
C (4.77, 0.36, -0.76)
O (5.04, -0.04, -1.87)
N (4.55, -0.42, 0.33)
C (4.62, -1.82, 0.44)
C (4.93, -2.65, -0.63)
C (4.99, -4.01, -0.44)
C (4.75, -4.57, 0.80)
C (4.45, -3.74, 1.87)
C (4.38, -2.37, 1.70)
H (4.14, -1.73, 2.53)
H (4.26, -4.16, 2.85)
H (4.81, -5.64, 0.94)
H (5.23, -4.65, -1.28)
H (5.11, -2.22, -1.60)
H (4.35, 0.06, 1.20)
H (2.41, 1.36, -1.28)
F (0.32, 0.96, -2.07)
H (-2.11, 1.62, -1.54)
H (-5.37, 4.08, -0.27)
H (-7.37, 2.65, -0.78)
H (-7.45, -1.69, -0.48)
H (-7.46, -4.55, 0.74)
H (-7.53, -4.35, -1.03)
H (-6.20, -5.27, -0.28)

=====

[3]
Formula: C24H38As3MnN4S
Source: the OMol25 dataset
Level of theory: ωB97M-V with the def2-TZVPD basis set

Results
**Gap between HOMO and LUMO (spin up / spin down)**: 6.2 / 5.9 eV
**ΔE to the lowest compared entry with this formula, charge and spin**: 0.664 eV
**2S+1**: 5
**Total charge**: +2
**E**: -256122.626 eV
**M**: 694.4 g mol⁻¹

Element x y z (Å)
Mn (-0.63, 0.63, 1.24)
N (0.91, 0.25, 5.20)
C (0.30, 0.16, 4.02)
S (-0.05, 1.68, 3.18)
N (-0.02, -1.00, 3.52)
N (-0.68, -0.90, 2.36)
C (-1.36, -1.92, 1.88)
C (-1.27, -3.28, 2.41)
C (-2.41, -4.06, 2.65)
C (-2.27, -5.35, 3.11)
C (-1.01, -5.89, 3.32)
C (0.12, -5.12, 3.10)
C (-0.01, -3.82, 2.67)
C (-2.30, -1.51, 0.82)
C (-3.15, -2.36, 0.13)
C (-4.18, -1.82, -0.63)
C (-4.34, -0.45, -0.67)
C (-3.40, 0.35, -0.05)
N (-2.38, -0.16, 0.64)
H (1.04, 1.15, 5.63)
H (1.02, -0.57, 5.77)
H (-3.40, -3.64, 2.53)
H (-3.16, -5.94, 3.30)
H (-0.91, -6.91, 3.67)
H (1.10, -5.54, 3.27)
H (0.88, -3.21, 2.51)
H (-3.00, -3.43, 0.20)
H (-4.86, -2.48, -1.16)
H (-5.17, 0.01, -1.19)
H (-3.47, 1.42, -0.07)
C (2.83, -0.39, 2.09)
As (1.63, -0.01, 0.61)
C (2.01, -1.62, -0.45)
C (2.70, 1.44, -0.17)
C (2.17, 2.19, -1.40)
C (3.33, 3.04, -1.94)
C (1.07, 3.18, -1.00)
As (-0.64, 2.51, -0.27)
C (-1.73, 2.39, -1.89)
C (-1.30, 4.21, 0.42)
C (1.65, 1.18, -2.46)
As (1.85, 1.62, -4.40)
C (0.13, 2.49, -4.81)
C (1.35, -0.17, -5.01)
H (3.83, -0.57, 1.69)
H (2.52, -1.27, 2.65)
H (2.86, 0.47, 2.77)
H (3.06, -1.63, -0.72)
H (1.40, -1.67, -1.35)
H (1.78, -2.48, 0.17)
H (3.67, 1.00, -0.40)
H (2.86, 2.14, 0.66)
H (3.75, 3.67, -1.15)
H (2.99, 3.68, -2.75)
H (4.12, 2.39, -2.32)
H (0.78, 3.77, -1.87)
H (1.45, 3.87, -0.25)
H (-1.28, 3.02, -2.65)
H (-2.73, 2.76, -1.68)
H (-1.80, 1.37, -2.27)
H (-1.25, 4.94, -0.38)
H (-0.70, 4.54, 1.26)
H (-2.34, 4.10, 0.74)
H (0.60, 0.92, -2.25)
H (2.24, 0.26, -2.38)
H (0.11, 3.51, -4.45)
H (-0.70, 1.92, -4.40)
H (0.04, 2.51, -5.90)
H (2.13, -0.89, -4.77)
H (1.22, -0.16, -6.09)
H (0.41, -0.49, -4.55)

=====

Please write out number 1 again, unchanged.
Formula: C3H9N2O2S
Source: the OMol25 dataset
Level of theory: ωB97M-V with the def2-TZVPD basis set

Results
**Gap between HOMO and LUMO**: 3.3 eV
**ΔE to the lowest compared entry with this formula, charge and spin**: 7.094 eV
**Total charge**: -1
**E**: -21163.114 eV
**M**: 137.2 g mol⁻¹

Element x y z (Å)
N (0.51, -1.13, -0.97)
C (1.45, -0.13, -0.76)
C (1.38, 0.18, 0.88)
S (2.54, 1.39, 1.19)
C (-3.22, 0.63, -0.69)
N (-4.36, 0.22, -1.19)
O (-2.07, 0.15, -0.91)
H (-0.37, -0.67, -1.17)
H (2.48, -0.48, -0.92)
H (1.26, 0.76, -1.35)
H (1.56, -0.85, 1.27)
H (0.40, 0.54, 1.16)
H (-3.21, 1.55, -0.03)
H (-5.08, 0.57, -0.54)
H (0.65, -3.16, 1.04)
H (0.36, -1.65, 0.00)
O (0.59, -2.25, 1.37)